98
Properties=species:S:1:pos:R:3:forces:R:3:mulliken_charge:R:1 method="wB97M-V/def2-TZVPD" homo_energy_ev=-6.627 lumo_energy_ev=0.05 relative_energy_kj_mol=50.3 mol_weight_g_mol=1207.27 energy_ev=-169618.767
Pb -0.863 0.731 0.336 0.31 -0.11 0.66 2.37
Cl -4.331 6.946 -1.253 -0.16 0.20 -0.12 -0.30
C -3.515 5.657 -0.425 -0.10 0.17 0.38 0.82
C -3.525 5.634 0.953 -0.08 0.13 -0.59 -0.51
C -2.864 4.618 1.613 0.15 -0.42 0.75 -0.28
I -2.902 4.457 3.715 -0.11 0.23 -0.32 -0.05
C -2.157 3.582 0.981 -0.30 0.44 0.32 0.33
O -1.575 2.677 1.643 0.36 -0.49 -0.17 -0.69
C -2.169 3.627 -0.464 -0.43 0.65 0.00 0.09
N -1.534 2.637 -1.114 0.13 0.11 -0.41 0.08
C -1.511 2.614 -2.424 -0.02 0.00 -0.07 -0.41
C -2.154 3.589 -3.200 -0.16 0.19 0.02 -1.25
C -2.835 4.598 -2.574 0.15 -0.10 -0.06 -0.96
C -2.854 4.662 -1.164 0.16 -0.27 0.12 0.16
H -4.049 6.400 1.506 -0.01 0.03 -0.02 0.44
H -0.979 1.794 -2.884 0.10 -0.22 -0.10 0.65
H -2.118 3.534 -4.277 0.01 -0.05 -0.09 0.48
H -3.359 5.353 -3.140 0.01 0.03 -0.04 0.43
N -3.715 -1.793 2.975 -0.12 0.15 -0.29 -0.10
C -2.690 -2.174 3.791 0.42 -0.07 0.28 -1.03
C -1.610 -1.422 3.420 -0.32 -0.51 0.40 -0.24
N -1.950 -0.619 2.388 -0.53 0.33 -0.19 0.38
C -3.219 -0.844 2.137 0.39 -0.38 0.60 -0.27
C -3.969 -0.121 1.159 -0.42 0.33 -0.56 -0.12
N -3.419 0.637 0.234 -0.16 -0.42 0.45 0.98
C -4.435 1.201 -0.456 -0.72 0.05 -0.03 -0.70
C -5.631 0.783 0.059 0.00 0.25 -0.45 -1.14
N -5.325 -0.067 1.081 0.20 -0.14 0.20 -0.06
H -4.639 -2.191 2.961 0.08 -0.02 0.01 0.18
H -2.808 -2.931 4.537 -0.05 -0.13 0.20 0.46
H -0.630 -1.387 3.854 0.14 -0.11 0.09 0.31
H -4.261 1.873 -1.271 0.02 0.16 -0.20 0.43
H -6.641 1.012 -0.211 -0.16 0.02 -0.05 0.45
H -5.991 -0.521 1.685 0.11 0.10 -0.08 0.19
Br -5.864 -3.691 -1.858 0.09 0.00 -0.07 -0.25
C -4.237 -3.388 -2.817 -0.22 -0.09 0.11 -0.03
C -4.052 -3.991 -4.048 -0.08 -0.05 0.02 -0.39
C -2.871 -3.746 -4.732 0.03 -0.05 -0.01 -0.63
C -1.910 -2.911 -4.190 0.10 0.16 0.07 -0.53
C -2.109 -2.321 -2.951 0.03 0.16 -0.01 0.37
C -3.282 -2.570 -2.253 0.00 0.01 0.00 0.14
C -1.098 -1.349 -2.340 -0.53 -0.64 -0.05 0.27
O -0.274 -0.819 -3.080 0.48 0.28 -0.51 -0.77
O -1.246 -1.195 -1.097 -0.02 -0.08 0.11 -0.15
H -4.809 -4.640 -4.464 -0.06 0.00 -0.01 0.40
H -2.706 -4.207 -5.695 -0.01 -0.05 -0.07 0.41
H -0.995 -2.687 -4.715 0.10 0.02 -0.11 0.41
H -3.417 -2.102 -1.289 -0.05 0.00 0.04 0.09
O 1.143 0.632 1.958 -0.38 0.76 0.29 -0.87
P 2.147 -0.444 2.067 0.76 -0.90 -0.13 1.66
C 3.808 0.223 1.751 -0.47 -0.21 0.09 -0.17
C 4.973 -0.523 1.857 -0.10 0.04 0.00 -0.13
C 6.193 0.090 1.634 0.09 -0.16 0.04 -0.70
C 6.247 1.438 1.312 0.01 0.06 -0.04 -0.51
C 5.081 2.177 1.197 0.12 0.03 0.02 -0.74
C 3.860 1.569 1.416 -0.15 -0.01 0.01 -0.44
C 1.857 -1.800 0.881 0.23 0.43 0.65 0.51
C 2.594 -1.924 -0.286 0.17 -0.02 0.01 -0.38
C 2.255 -2.891 -1.215 0.03 0.00 -0.07 -0.85
C 1.174 -3.722 -0.985 -0.02 -0.10 0.02 -0.59
C 0.443 -3.610 0.185 -0.07 -0.06 0.04 -0.94
C 0.781 -2.645 1.112 0.00 -0.09 0.13 0.04
C 2.096 -1.125 3.761 0.03 0.17 -0.52 0.46
C 2.528 -2.393 4.124 0.01 0.05 -0.09 -0.27
C 2.357 -2.825 5.429 0.07 -0.15 0.00 -0.69
C 1.770 -1.994 6.370 -0.01 -0.01 0.02 -0.53
C 1.353 -0.722 6.012 0.01 -0.02 0.05 -0.63
C 1.513 -0.290 4.709 0.04 0.13 -0.05 -0.66
H 4.915 -1.570 2.115 0.10 -0.13 0.03 0.39
H 7.103 -0.484 1.721 0.12 -0.04 0.00 0.43
H 7.202 1.914 1.154 0.12 0.04 -0.03 0.41
H 5.124 3.227 0.948 0.02 0.11 -0.04 0.47
H 2.930 2.113 1.341 -0.06 0.11 -0.02 0.39
H 3.435 -1.265 -0.447 0.09 0.04 -0.11 0.46
H 2.825 -3.002 -2.125 0.04 0.04 -0.06 0.43
H 0.903 -4.464 -1.719 -0.04 -0.12 -0.11 0.41
H -0.387 -4.273 0.378 -0.11 0.00 -0.05 0.38
H 0.212 -2.545 2.021 -0.13 -0.05 0.11 0.20
H 2.978 -3.040 3.385 0.00 -0.14 -0.06 0.40
H 2.674 -3.818 5.707 0.05 -0.09 0.05 0.42
H 1.632 -2.341 7.382 0.00 -0.05 0.11 0.41
H 0.892 -0.076 6.743 -0.04 0.07 0.07 0.46
H 1.168 0.686 4.400 -0.08 0.09 -0.01 0.41
C 3.260 -0.460 -3.496 -0.11 0.06 0.06 -1.41
C 3.036 0.970 -2.985 0.53 0.04 -0.63 2.34
C 2.480 1.855 -4.111 -0.04 -0.05 0.07 -1.89
C 4.332 1.573 -2.421 -0.16 -0.05 0.04 -1.65
C 2.035 0.937 -1.936 -0.12 0.09 0.30 -0.62
N 1.239 0.951 -1.115 0.63 0.31 -0.23 -0.07
H 3.783 -0.442 -4.451 0.05 0.09 -0.03 0.51
H 2.298 -0.954 -3.620 -0.04 -0.09 -0.07 0.11
H 3.863 -1.022 -2.787 0.04 -0.09 0.05 0.33
H 3.220 1.947 -4.905 0.05 -0.02 -0.02 0.47
H 2.243 2.848 -3.736 -0.02 0.07 -0.01 0.39
H 1.577 1.408 -4.521 -0.10 -0.02 -0.06 0.34
H 5.102 1.577 -3.192 0.01 -0.02 -0.08 0.44
H 4.694 1.000 -1.569 0.04 -0.06 0.05 0.24
H 4.165 2.595 -2.090 0.01 0.10 0.02 0.38